Entry 1:
Below is a structure of composition C34H57ErN3O2SSi at a distorted geometry, with properties calculated with ωB97M-V/def2-TZVPD.

```
! RIJCOSX wB97M-V def2-TZVPD def2/J DEFGRID3
* xyz 1 4
H 1.60 1.19 -5.44
C -3.16 -1.90 -5.38
C 4.83 -1.39 1.72
C 3.03 -0.09 2.70
H -2.49 1.56 4.77
H 1.27 2.80 -1.35
H 2.67 1.73 -4.13
C -4.72 0.45 0.72
H -2.82 3.64 0.61
H 3.68 3.10 1.29
H 2.62 4.32 2.05
H -5.46 0.27 -0.06
H -2.85 -0.05 -1.54
C -2.03 3.81 1.35
H 2.96 0.70 -1.62
C 0.50 3.02 -2.09
H -2.14 1.58 -1.21
C 1.58 2.56 1.51
H 3.39 2.16 -0.68
C -1.41 1.95 -4.21
H -1.63 4.82 1.19
H -0.19 -0.71 -8.51
H -3.88 1.41 -1.65
H 4.03 -3.89 -1.95
C -1.57 -1.41 -7.03
H 4.05 -1.68 3.74
Er 0.28 -0.31 0.55
O -2.41 -2.43 -6.52
H 0.80 3.99 -2.52
C -0.01 -4.11 -3.46
H -1.38 2.38 3.63
H 2.68 -0.08 4.80
C -0.68 -1.68 -8.27
H -2.45 3.81 2.37
H -4.40 0.53 4.14
H -1.21 -2.03 -9.18
H -1.18 0.64 3.98
N -0.48 -0.82 2.60
H 5.57 -2.18 1.83
H -6.08 0.00 2.36
C 2.82 0.46 1.41
C 3.98 -1.11 2.81
H 0.00 -4.34 -1.26
C 3.67 1.12 -0.88
C 1.72 1.95 -4.64
H -3.08 -3.37 -3.80
C 2.83 3.24 1.99
C -4.17 0.61 3.07
H -4.35 -3.75 -5.02
H 1.11 -0.46 -4.04
C 2.23 0.33 3.88
H -1.73 0.98 -4.62
H -0.80 -4.86 -3.54
C -3.42 0.80 0.37
H 5.51 -0.78 -0.26
H -0.42 3.27 -1.54
H 2.16 -3.36 -3.14
H 0.45 -0.51 -2.43
C 3.20 -3.58 -1.31
H 3.10 2.90 3.00
C 0.25 -0.14 -3.40
N -1.17 1.52 1.01
H 0.50 4.38 1.57
C -0.03 -1.88 2.25
C 0.41 3.31 1.40
H 1.77 2.95 -5.09
H -1.03 -3.08 -1.88
H -1.39 2.66 -5.05
H -3.98 -1.22 -5.72
C 4.76 -0.65 0.54
H -2.16 -0.50 -7.28
H -0.18 -3.38 -4.26
H 2.64 -1.80 -2.39
H -0.66 -0.61 -3.86
H 4.65 1.11 -1.38
S 0.67 -3.04 1.39
C -2.89 1.06 2.74
H -2.18 2.29 -3.51
H 1.22 -0.08 3.85
H -4.57 -2.44 -3.86
H 3.51 -2.99 -0.44
Si 0.30 1.72 -3.44
C -3.04 0.95 -1.07
C -5.09 0.32 2.07
H 0.12 -2.39 -8.07
H 0.92 -4.66 -3.63
C -1.93 1.44 3.83
C 2.27 -2.81 -2.19
N 1.63 1.26 1.20
H 2.72 -4.49 -0.92
C 3.74 0.28 0.36
C -2.49 1.08 1.39
H -0.90 -1.14 -6.18
H -2.45 -1.28 -4.78
C -0.08 -3.58 -2.04
H 2.16 1.42 4.00
C -3.81 -2.94 -4.49
O 0.96 -2.66 -1.58
C -0.89 2.81 1.22
*
```

The value obtained for the HOMO-LUMO gap (alpha / beta) is 7.80 / 7.90 eV. The LUMO energy (alpha / beta) comes out at -3.1 / -3.0 eV. The expectation value of S² is 3.753. The value obtained for the relative energy (zero: lowest compared OMol25 entry of this formula, charge and spin) is 0.616 eV.

Entry 2:
Below is a cluster of 8 separate species, C14H44O14 in total at a distorted geometry, with properties calculated with ωB97M-V/def2-TZVPD.

```
! RIJCOSX wB97M-V def2-TZVPD def2/J DEFGRID3
* xyz 0 1
H -3.60 -2.63 -2.66
C -3.28 2.60 -1.89
H 1.13 -0.16 1.44
C -0.29 -0.56 0.05
H 0.21 0.54 -2.92
C -0.26 0.86 -5.01
O -1.10 -0.93 -3.63
H -1.05 -1.31 -0.17
H -3.56 -3.98 -1.60
H 4.27 2.79 3.57
H -2.24 2.09 2.62
H 5.44 -2.40 0.02
H -1.01 3.06 1.82
H 4.79 -1.53 1.34
H 2.42 2.33 0.60
O 4.75 3.32 1.60
C -2.16 -3.77 1.59
H 0.73 1.19 -5.31
O 2.23 1.61 1.21
H 0.40 -0.67 -0.79
H 0.10 -2.71 1.41
O 0.26 -3.65 1.49
O -2.33 -4.26 2.95
H -4.48 1.16 -0.95
H 3.01 -1.62 -0.29
H 2.92 0.78 2.96
H -2.31 -2.70 1.63
O 3.97 -1.04 -1.97
H 6.37 -0.42 -0.67
C -1.42 2.78 2.79
O -1.87 3.97 3.41
C -3.41 1.30 -1.15
C 3.79 2.90 2.59
C -0.32 2.11 3.56
H 5.51 2.77 1.78
H 0.88 -0.66 -3.98
H -2.95 1.30 -0.16
C -0.86 -4.31 0.94
O 6.03 -0.46 0.22
O -1.02 1.96 -4.46
H -1.73 -0.41 -3.13
H -3.73 3.33 -1.22
H 3.52 -0.01 -0.27
H -0.69 0.45 0.03
C -3.28 -2.93 -1.66
O -0.83 1.38 4.71
H 3.54 -0.26 -2.33
O -2.91 0.17 -1.89
C 3.86 -1.00 -0.56
H -0.14 0.76 4.97
O -4.12 -2.20 -0.74
C 3.27 1.46 2.19
H -1.62 2.64 -2.94
H -3.90 2.57 -2.79
H 4.09 0.82 1.86
H -2.20 3.67 4.26
H -5.02 -2.40 -0.99
H -3.24 -4.13 3.21
C 5.01 -1.44 0.28
H -2.20 -2.75 -1.60
C 0.00 -0.05 -3.81
H -0.63 2.73 -4.89
H -0.82 -5.40 0.98
H -3.01 -4.16 1.03
H 0.15 1.32 2.97
H -3.22 -0.61 -1.43
H 0.50 2.75 3.89
H 2.91 3.54 2.70
H -0.75 0.41 -5.88
O -1.96 3.07 -2.15
O 0.46 -0.84 1.33
H -0.97 -4.14 -0.13
*
```

The value obtained for the HOMO-LUMO gap is 9.97 eV. The LUMO energy comes out at 0.3 eV. The value obtained for the relative energy (zero: lowest compared OMol25 entry of this formula, charge and spin) is 1.926 eV.

Copy entry 1 word for word.
Below is a structure of composition C34H57ErN3O2SSi at a distorted geometry, with properties calculated with ωB97M-V/def2-TZVPD.

```
! RIJCOSX wB97M-V def2-TZVPD def2/J DEFGRID3
* xyz 1 4
H 1.60 1.19 -5.44
C -3.16 -1.90 -5.38
C 4.83 -1.39 1.72
C 3.03 -0.09 2.70
H -2.49 1.56 4.77
H 1.27 2.80 -1.35
H 2.67 1.73 -4.13
C -4.72 0.45 0.72
H -2.82 3.64 0.61
H 3.68 3.10 1.29
H 2.62 4.32 2.05
H -5.46 0.27 -0.06
H -2.85 -0.05 -1.54
C -2.03 3.81 1.35
H 2.96 0.70 -1.62
C 0.50 3.02 -2.09
H -2.14 1.58 -1.21
C 1.58 2.56 1.51
H 3.39 2.16 -0.68
C -1.41 1.95 -4.21
H -1.63 4.82 1.19
H -0.19 -0.71 -8.51
H -3.88 1.41 -1.65
H 4.03 -3.89 -1.95
C -1.57 -1.41 -7.03
H 4.05 -1.68 3.74
Er 0.28 -0.31 0.55
O -2.41 -2.43 -6.52
H 0.80 3.99 -2.52
C -0.01 -4.11 -3.46
H -1.38 2.38 3.63
H 2.68 -0.08 4.80
C -0.68 -1.68 -8.27
H -2.45 3.81 2.37
H -4.40 0.53 4.14
H -1.21 -2.03 -9.18
H -1.18 0.64 3.98
N -0.48 -0.82 2.60
H 5.57 -2.18 1.83
H -6.08 0.00 2.36
C 2.82 0.46 1.41
C 3.98 -1.11 2.81
H 0.00 -4.34 -1.26
C 3.67 1.12 -0.88
C 1.72 1.95 -4.64
H -3.08 -3.37 -3.80
C 2.83 3.24 1.99
C -4.17 0.61 3.07
H -4.35 -3.75 -5.02
H 1.11 -0.46 -4.04
C 2.23 0.33 3.88
H -1.73 0.98 -4.62
H -0.80 -4.86 -3.54
C -3.42 0.80 0.37
H 5.51 -0.78 -0.26
H -0.42 3.27 -1.54
H 2.16 -3.36 -3.14
H 0.45 -0.51 -2.43
C 3.20 -3.58 -1.31
H 3.10 2.90 3.00
C 0.25 -0.14 -3.40
N -1.17 1.52 1.01
H 0.50 4.38 1.57
C -0.03 -1.88 2.25
C 0.41 3.31 1.40
H 1.77 2.95 -5.09
H -1.03 -3.08 -1.88
H -1.39 2.66 -5.05
H -3.98 -1.22 -5.72
C 4.76 -0.65 0.54
H -2.16 -0.50 -7.28
H -0.18 -3.38 -4.26
H 2.64 -1.80 -2.39
H -0.66 -0.61 -3.86
H 4.65 1.11 -1.38
S 0.67 -3.04 1.39
C -2.89 1.06 2.74
H -2.18 2.29 -3.51
H 1.22 -0.08 3.85
H -4.57 -2.44 -3.86
H 3.51 -2.99 -0.44
Si 0.30 1.72 -3.44
C -3.04 0.95 -1.07
C -5.09 0.32 2.07
H 0.12 -2.39 -8.07
H 0.92 -4.66 -3.63
C -1.93 1.44 3.83
C 2.27 -2.81 -2.19
N 1.63 1.26 1.20
H 2.72 -4.49 -0.92
C 3.74 0.28 0.36
C -2.49 1.08 1.39
H -0.90 -1.14 -6.18
H -2.45 -1.28 -4.78
C -0.08 -3.58 -2.04
H 2.16 1.42 4.00
C -3.81 -2.94 -4.49
O 0.96 -2.66 -1.58
C -0.89 2.81 1.22
*
```

The value obtained for the HOMO-LUMO gap (alpha / beta) is 7.80 / 7.90 eV. The LUMO energy (alpha / beta) comes out at -3.1 / -3.0 eV. The expectation value of S² is 3.753. The value obtained for the relative energy (zero: lowest compared OMol25 entry of this formula, charge and spin) is 0.616 eV.